[1]
C14H27N2O2ReSSeTe as an isolated structure. Source: the Open Molecules 2025 dataset; level of theory: ωB97M-V/def2-TZVPD.

Each line ends with the Mulliken charge.
Element x y z (Å)
Re -0.88 0.07 -1.03  0.97
N -1.09 0.82 1.24  -0.44
C -0.10 0.91 2.33  -0.44
C 0.88 -0.26 2.28  0.71
C 2.22 0.06 1.62  -0.93
C 2.17 0.72 0.25  -0.26
N 1.44 -0.07 -0.75  -0.57
H -1.49 1.74 1.09  0.07
H -1.87 0.23 1.50  0.25
H -0.61 0.94 3.30  0.36
H 0.43 1.86 2.23  -0.03
H 0.38 -1.07 1.75  -1.00
H 1.08 -0.63 3.29  0.49
H 2.81 -0.86 1.56  0.42
H 2.79 0.73 2.27  0.38
H 3.19 0.90 -0.08  0.49
H 1.68 1.70 0.31  -0.36
H 1.69 -1.05 -0.69  0.26
H 1.69 0.24 -1.69  0.42
C 1.00 -0.36 -4.83  -0.81
O 0.70 -0.01 -3.49  -0.22
C -0.61 -0.40 -3.03  0.62
O -1.29 -0.98 -3.84  -0.58
H 2.02 -0.04 -5.02  0.24
H 0.32 0.15 -5.53  0.25
H 0.90 -1.43 -5.00  0.29
Te -0.18 2.63 -1.79  -0.07
C -0.39 3.75 0.01  0.12
C -1.55 4.07 0.67  -0.57
C -1.34 4.82 1.86  -0.39
C -0.02 5.08 2.10  -0.56
S 0.96 4.39 0.87  -0.22
H -2.52 3.76 0.31  0.51
H -2.14 5.15 2.51  0.38
H 0.40 5.63 2.91  0.41
C -0.15 -4.46 -0.12  -1.84
C -0.41 -3.01 0.28  1.48
C -1.65 -2.93 1.16  -1.31
C -0.53 -2.11 -0.96  -1.82
H -0.11 -5.12 0.75  0.45
H 0.79 -4.55 -0.67  0.37
H -0.94 -4.81 -0.78  0.37
H 0.46 -2.69 0.88  -0.11
H -2.50 -3.40 0.66  0.42
H -1.94 -1.90 1.35  0.07
H -1.51 -3.44 2.12  0.34
H -1.37 -2.50 -1.56  0.60
H 0.35 -2.33 -1.59  0.40
Se -3.16 0.07 -1.00  -0.59

Output
- Kohn-Sham gap (alpha / beta): 5.660 / 6.113 eV
- Net charge: -1
- Spin multiplicity: 2
- <S²>: 0.7650
- Energy relative to the best compared isomer or geometry (same formula, charge and spin): 0.047 eV
- F_max: 0.23 eV/A
- HOMO level (alpha / beta): -3.158 / -3.614 eV

[2]
C14H27N7O7Pd as an isolated structure. Source: the Open Molecules 2025 dataset; level of theory: ωB97M-V/def2-TZVPD.

Each line ends with the Mulliken charge.
Element x y z (Å)
O -3.32 -0.95 -3.55  -0.48
H -4.26 -1.04 -3.80  0.29
Pd -0.23 -0.38 -0.23  -0.25
N -1.62 0.98 0.07  0.81
N -0.02 0.69 -1.92  1.06
N -0.25 -1.56 1.38  0.48
N 1.05 -1.83 -0.74  0.48
O -2.36 0.89 1.10  -0.98
O -1.10 -1.31 2.42  -0.67
O 1.87 -1.74 -1.80  -0.64
O 0.80 0.40 -2.86  -0.98
C -0.74 1.84 -1.92  0.58
C -1.69 1.95 -0.87  0.37
C 0.48 -2.68 1.33  0.32
C 1.26 -2.82 0.14  0.45
C -2.58 3.11 -0.62  -1.64
H -3.62 2.82 -0.76  0.35
H -2.36 3.93 -1.31  0.41
H -2.44 3.47 0.40  0.26
C -0.29 2.94 -2.81  -1.77
H 0.01 2.56 -3.79  0.39
H 0.59 3.43 -2.38  0.25
H -1.05 3.70 -2.94  0.48
C 0.52 -3.56 2.52  -1.68
C 2.31 -3.84 -0.06  -1.68
H -0.45 -3.58 3.04  0.42
H 1.27 -3.21 3.23  0.25
H 0.77 -4.59 2.25  0.40
H 2.78 -3.72 -1.03  0.42
H 1.89 -4.86 0.00  0.37
H 3.08 -3.76 0.71  0.27
H -1.64 -0.51 2.10  0.48
H 1.50 -0.91 -2.33  0.49
C -2.52 -1.54 -4.53  -0.48
H -2.08 -0.77 -5.17  0.22
H -3.07 -2.24 -5.17  0.34
H -1.66 -2.04 -4.06  0.14
O -1.94 -1.48 -0.78  -0.44
H -2.49 -1.24 -1.57  0.27
H -1.96 -2.44 -0.63  0.31
C 0.33 3.55 3.29  -0.90
N 1.03 2.41 2.71  0.23
C 1.73 1.55 3.48  0.06
C 2.43 0.54 2.89  -1.07
C 2.31 0.40 1.49  0.95
N 1.39 1.07 0.79  -0.11
C 0.92 2.26 1.32  0.06
O 0.41 3.17 0.66  -0.66
N 3.06 -0.50 0.83  -0.25
H 0.53 3.56 4.36  0.31
H -0.75 3.45 3.12  0.28
H 0.67 4.49 2.84  0.28
H 1.70 1.76 4.55  0.34
H 3.05 -0.16 3.45  0.36
H 3.74 -1.07 1.33  0.22
H 3.01 -0.58 -0.18  0.20

Output
- Kohn-Sham gap (alpha / beta): 6.061 / 6.182 eV
- Spin multiplicity: 3
- <S²>: 2.0396
- F_max: 3.51 eV/A
- HOMO level (alpha / beta): -5.506 / -6.616 eV